1.
# C20H21BrMoN3OSSi

C20H21BrMoN3OSSi as an isolated structure at a distorted geometry (ωB97M-V with the def2-TZVPD basis set, the OMol25 dataset).

Values from the calculation:
LUMO energy, eV: -4.7
Kohn-Sham gap, eV: 5.9
Net charge: +1
Highest occupied orbital energy, eV: -10.6

```
49
C20H21BrMoN3OSSi | the OMol25 dataset | ωB97M-V with the def2-TZVPD basis set
Mo -0.517 0.593 -1.533
Br -1.353 -6.903 -1.533
S 2.000 0.593 -1.394
Si 3.877 0.593 1.621
O -0.517 0.593 -3.244
N -2.030 2.013 -1.533
N -2.037 -0.839 -1.533
N -0.377 0.593 0.563
C -0.697 -2.801 -1.533
C 1.094 0.593 0.380
C -2.891 -4.502 -1.533
C 1.953 0.593 1.496
C -3.312 4.055 -1.533
C -0.874 0.593 1.802
C -0.500 -4.184 -1.533
C -1.982 -2.241 -1.533
C -4.498 3.328 -1.533
C -1.603 -5.030 -1.533
C -3.078 -3.113 -1.533
C -0.080 0.593 2.924
C 4.977 0.593 0.115
C 4.367 2.127 2.651
C -2.114 3.360 -1.533
C -4.447 1.937 -1.533
C 4.367 -0.942 2.651
C 1.308 0.593 2.768
C -3.198 1.324 -1.533
C -3.141 -0.165 -1.533
H 0.511 -4.581 -1.533
H -1.955 0.593 1.868
H 5.452 2.149 2.789
H -0.525 0.593 3.911
H 5.452 -0.964 2.789
H 1.898 0.593 3.683
H -3.757 -5.158 -1.533
H 4.060 3.039 2.131
H 6.028 0.593 0.424
H -3.320 5.140 -1.533
H -5.456 3.843 -1.533
H 4.827 -0.300 -0.499
H -4.127 -0.657 -1.533
H 3.891 2.101 3.635
H -4.096 -2.744 -1.533
H -5.363 1.357 -1.533
H 3.891 -0.916 3.635
H 4.827 1.485 -0.499
H 4.060 -1.853 2.131
H -1.161 3.882 -1.533
H 0.165 -2.136 -1.533
```

***

2.
# C3H6N2S3

C3H6N2S3 as an isolated structure at a distorted geometry (ωB97M-V with the def2-TZVPD basis set, the OMol25 dataset).

Values from the calculation:
LUMO energy, eV: 0.1
Energy above the lowest of the compared OMol25 structures with the same formula, charge and spin, kJ/mol: 293.7
Kohn-Sham gap, eV: 8.7
Highest occupied orbital energy, eV: -8.5

```
14
C3H6N2S3 | the OMol25 dataset | ωB97M-V with the def2-TZVPD basis set
S -0.894 -0.824 -0.210
S 4.334 -0.150 0.276
S -3.764 -0.429 0.191
N 0.397 0.432 -0.265
N -2.099 1.601 0.204
C 2.612 0.593 -0.357
C -2.303 0.279 0.042
C 1.477 -0.250 -0.303
H 3.741 -0.586 1.596
H 1.787 -1.367 -0.223
H 2.845 0.773 -1.485
H -1.240 1.885 -0.394
H -2.929 2.262 0.211
H 2.161 1.517 0.334
```

***

3.
# C9H33CrNO9

C9H33CrNO9 as an isolated structure at a distorted geometry (ωB97M-V with the def2-TZVPD basis set, the OMol25 dataset).

Values from the calculation:
LUMO energy (spin up / spin down), eV: -5.1 / -4.2
Energy above the lowest of the compared OMol25 structures with the same formula, charge and spin, kJ/mol: 70.3
Kohn-Sham gap (spin up / spin down), eV: 5.7 / 6.5
Net charge: +1
Highest occupied orbital energy (spin up / spin down), eV: -10.9 / -10.7
2S+1: 4

```
53
C9H33CrNO9 | the OMol25 dataset | ωB97M-V with the def2-TZVPD basis set
Cr 0.204 1.792 -1.128
O 0.021 3.486 -2.395
O -3.973 0.684 -4.379
O -1.143 0.739 -4.615
O -4.627 2.452 -0.991
O 0.440 0.318 0.253
O -2.982 -1.234 -1.667
O -1.323 0.909 -1.875
O 1.517 0.893 -2.542
O -0.822 2.885 0.199
N 0.551 -0.573 1.273
C 0.940 -1.934 0.793
C 0.895 -2.857 2.028
C -0.114 -2.463 -0.193
C 1.634 -2.438 3.297
C 2.722 0.441 2.241
C 1.172 -1.016 3.601
C 0.606 1.309 3.002
C 1.236 0.021 2.453
C 2.349 -2.041 0.152
H 2.700 -2.498 3.056
H 1.472 -0.037 -2.802
H -0.744 3.666 0.761
H 3.032 -2.488 0.875
H 3.347 -0.409 1.965
H -1.316 0.653 -3.646
H 0.164 -1.057 4.018
H -2.644 -1.775 -2.390
H 0.117 3.500 -3.358
H -2.243 0.723 -2.069
H -1.005 -0.161 -4.931
H -1.078 -2.487 0.312
H 1.876 -0.702 4.377
H -3.933 0.321 -3.491
H -4.109 1.866 -0.430
H 2.668 -1.078 -0.250
H 1.011 1.495 3.994
H 2.762 1.046 1.330
H -0.271 -1.839 -1.078
H 3.156 1.020 3.051
H -3.046 0.807 -4.665
H -2.246 -0.644 -1.426
H 0.796 2.135 2.313
H 2.335 1.225 -2.931
H -4.725 3.261 -0.478
H 1.043 -3.921 1.833
H -1.615 2.423 0.513
H -0.483 1.295 3.101
H 0.225 -3.392 -0.651
H 2.441 -2.725 -0.694
H 1.410 -3.182 4.058
H -0.258 4.379 -2.156
H -0.144 -2.794 2.378
```

***

4.
# C3H12O3

A 3-piece molecular cluster, C3H12O3 overall at a distorted geometry (ωB97M-V with the def2-TZVPD basis set, the OMol25 dataset).

Values from the calculation:
LUMO energy, eV: 0.5
Energy above the lowest of the compared OMol25 structures with the same formula, charge and spin, kJ/mol: 13.9
Kohn-Sham gap, eV: 11.1
Highest occupied orbital energy, eV: -10.6
SMILES: CC(C)O.O.O

```
18
C3H12O3 | the OMol25 dataset | ωB97M-V with the def2-TZVPD basis set
O 1.139 -0.399 1.270
O -4.630 2.812 -0.614
O 3.174 -2.331 1.859
C 0.108 -1.464 -0.655
C 0.479 0.999 -0.645
C 0.204 -0.225 0.206
H 0.221 -2.394 -0.099
H 0.608 1.918 -0.109
H -5.079 3.577 -1.006
H 2.411 -1.750 1.698
H -3.724 3.116 -0.782
H -0.783 -1.486 -1.272
H 1.435 0.831 -1.158
H 0.948 -1.453 -1.362
H 2.761 -3.194 1.959
H 1.745 0.339 1.372
H -0.734 -0.055 0.736
H -0.282 1.159 -1.399
```

***

5.
# C27H30MnNO6P

C27H30MnNO6P as an isolated structure (ωB97M-V with the def2-TZVPD basis set, the OMol25 dataset).

Values from the calculation:
LUMO energy (spin up / spin down), eV: -0.5 / -0.6
Kohn-Sham gap (spin up / spin down), eV: 8.4 / 7.5
Highest occupied orbital energy (spin up / spin down), eV: -8.9 / -8.1
2S+1: 2

```
66
C27H30MnNO6P | the OMol25 dataset | ωB97M-V with the def2-TZVPD basis set
Mn 0.779 0.623 1.162
P -0.356 -1.352 1.150
O 0.247 0.425 3.066
O 4.088 1.733 2.086
O -1.491 0.237 4.469
O -0.980 1.700 1.024
O 2.660 0.174 1.562
O 1.992 2.193 1.731
N 2.976 1.397 1.822
C 2.548 -1.299 -1.190
C -1.715 2.638 0.748
C -1.253 -1.852 -0.356
C 2.968 1.020 -2.030
C 0.270 -5.144 2.516
C 0.989 0.636 -0.673
C -2.555 -2.406 -2.762
C -0.974 -3.022 -1.055
C -3.098 2.661 1.334
C -1.764 5.543 -1.651
C 1.816 -2.898 1.971
C 0.443 -2.863 1.754
C -0.329 -3.991 2.039
C 2.413 -4.057 2.451
C -2.187 -0.958 -0.881
C -1.603 -0.957 2.411
C 1.644 -5.177 2.720
C 1.073 -0.338 -2.957
C -2.197 4.543 -0.797
C -2.839 -1.234 -2.071
C 1.881 -0.018 -1.691
C 0.097 3.947 -0.333
C 0.524 4.962 -1.172
C -0.404 5.753 -1.836
C -0.907 -0.030 3.438
C -1.623 -3.295 -2.253
C -1.269 3.730 -0.145
H -2.035 -1.822 2.911
H 1.721 -0.767 -3.725
H -3.383 3.665 1.643
H 3.175 -1.107 -0.322
H 2.416 -2.020 1.785
H -0.243 -3.722 -0.671
H -1.401 -3.969 1.880
H -2.395 -0.032 -0.358
H 2.112 -6.077 3.097
H -3.135 1.981 2.182
H 1.799 -2.048 -0.922
H -3.058 -2.620 -3.696
H 3.589 1.235 -1.159
H -0.335 -6.015 2.734
H -2.486 6.162 -2.166
H 0.816 3.336 0.195
H 3.481 -4.075 2.623
H -1.393 -4.207 -2.789
H 0.615 0.567 -3.364
H -3.257 4.388 -0.649
H 2.524 1.955 -2.380
H 0.219 1.241 -1.168
H -3.815 2.326 0.579
H -3.562 -0.532 -2.466
H 0.279 -1.056 -2.740
H 1.583 5.139 -1.304
H -2.415 -0.399 1.941
H 3.174 -1.724 -1.978
H 3.612 0.631 -2.824
H -0.067 6.543 -2.495
```

***

6.
# C14H11N5O2

C14H11N5O2 in the gas phase at a distorted geometry (ωB97M-V with the def2-TZVPD basis set, the OMol25 dataset).

Values from the calculation:
LUMO energy, eV: -0.7
Energy above the lowest of the compared OMol25 structures with the same formula, charge and spin, kJ/mol: 170.5
Kohn-Sham gap, eV: 8.1
Highest occupied orbital energy, eV: -8.8
SMILES: NC(=O)c1ccc(Oc2ccc3ncnc(N)c3n2)cc1

```
32
C14H11N5O2 | the OMol25 dataset | ωB97M-V with the def2-TZVPD basis set
O 5.221 3.174 -0.273
O -0.055 0.292 1.336
N -1.576 -1.397 1.160
N -4.267 -3.964 0.411
N -3.106 -3.354 -1.550
N -3.854 -3.159 2.308
N 4.100 4.277 -1.621
C -0.563 -0.659 -0.875
C 2.212 0.860 1.299
C -2.298 -2.403 -0.888
C -2.381 -2.308 0.505
C 0.926 1.104 0.885
C -4.050 -3.934 -0.907
C -3.383 -3.143 1.044
C 3.246 1.634 0.867
C 1.704 3.017 -0.371
C 4.077 3.377 -0.509
C 0.625 2.230 0.052
C -0.721 -0.616 0.522
C -1.367 -1.617 -1.572
C 2.988 2.710 0.054
H 0.104 -0.058 -1.404
H 2.362 0.027 2.012
H -4.593 -4.665 -1.545
H 5.014 4.586 -1.666
H 3.259 4.844 -1.998
H -0.398 2.554 -0.086
H -4.390 -4.019 2.422
H 4.244 1.423 1.227
H 1.464 3.696 -1.170
H -1.386 -1.545 -2.663
H -3.156 -2.964 2.994
```